The molecule C5H7Cl in a non-equilibrium geometry, computed with ωB97M-V/def2-TZVPD.

```
! RIJCOSX wB97M-V def2-TZVPD def2/J DEFGRID3
* xyz 0 1
C -0.636 0.785 -0.350
C 0.066 -0.193 -1.200
C 0.878 -1.052 -0.226
C 0.577 -0.787 1.037
C -0.425 0.374 1.069
H -1.708 0.986 -0.615
H -0.554 -0.708 -1.895
H 0.760 0.344 -1.823
H 1.746 -1.715 -0.473
H 0.586 -1.533 1.849
H -0.094 1.193 1.618
H -1.340 -0.069 1.555
Cl 0.145 2.374 -0.546
*
```

Output
E_HOMO in eV: -9.288
SMILES string: ClC1CC=CC1
HOMO-LUMO gap in eV: 10.33
Electronic energy in Eh: -654.864660
Energy above the lowest of the compared OMol25 structures with the same formula, charge and spin in eV: 0.703

Atomic partial charges in e from the natural (NBO) method, atoms 1 to 8: atom 1 (C): -0.1783, atom 2 (C): -0.4776, atom 3 (C): -0.1789, atom 4 (C): -0.1981, atom 5 (C): -0.4590, atom 6 (H): 0.2310, atom 7 (H): 0.2272, atom 8 (H): 0.2340

---

The molecule C18H24N4O4 in a non-equilibrium geometry, computed with ωB97M-V/def2-TZVPD.

```
! RIJCOSX wB97M-V def2-TZVPD def2/J DEFGRID3
* xyz 0 1
O 1.196 -5.468 3.218
O 2.122 0.699 -3.373
O -1.531 3.330 -4.058
N -1.242 -1.448 3.499
O -1.162 -0.162 -4.496
C 0.787 -4.413 2.731
C 0.990 0.861 -3.790
C -0.885 2.268 -4.154
C -1.883 -1.842 4.611
C -0.366 -2.275 2.925
C -1.539 -3.018 5.295
C -0.624 -3.897 4.692
C -0.055 -3.512 3.458
N 0.204 -1.920 1.710
N 0.379 2.123 -3.656
N 0.354 0.877 0.716
C 0.283 -0.299 -4.504
C -1.596 1.127 -4.876
C -0.655 -1.400 0.605
C 1.502 -1.149 1.761
C -0.915 0.150 0.669
C 1.216 0.378 1.823
C 1.067 3.234 -2.942
C 0.144 2.334 0.775
C 1.234 2.868 -1.438
C -0.061 2.838 -0.655
H 1.147 -4.189 1.703
H -2.646 -1.174 4.966
H -2.079 -3.254 6.221
H -0.364 -4.835 5.165
H 0.663 -0.373 -5.543
H 0.657 -1.193 -4.026
H -2.670 1.141 -4.661
H -1.444 1.180 -5.934
H -1.601 -1.962 0.638
H -0.206 -1.609 -0.348
H 2.137 -1.371 0.901
H 2.140 -1.436 2.622
H -1.461 0.466 -0.201
H -1.532 0.332 1.538
H 0.697 0.578 2.751
H 2.202 0.886 1.809
H 0.546 4.179 -3.046
H 2.052 3.329 -3.458
H -0.668 2.615 1.437
H 1.047 2.828 1.156
H 1.708 1.880 -1.375
H 1.937 3.610 -0.973
H -0.752 2.228 -1.226
H -0.475 3.858 -0.659
*
```

Output
E_HOMO in eV: -8.469
SMILES string: O=Cc1cccnc1N1CCN(CCCCN2C(=O)COCC2=O)CC1
HOMO-LUMO gap in eV: 8.27
Electronic energy in Eh: -1220.254901
Energy above the lowest of the compared OMol25 structures with the same formula, charge and spin in eV: 3.078

Atomic partial charges in e from the natural (NBO) method, atoms 1 to 8: atom 1 (O): -0.5357, atom 2 (O): -0.5701, atom 3 (O): -0.5939, atom 4 (N): -0.4615, atom 5 (O): -0.5170, atom 6 (C): 0.3936, atom 7 (C): 0.6696, atom 8 (C): 0.6557

---

The molecule C5H5ClO2 in a non-equilibrium geometry, computed with ωB97M-V/def2-TZVPD.

```
! RIJCOSX wB97M-V def2-TZVPD def2/J DEFGRID3
* xyz 0 1
C 0.049 -0.789 -1.021
C 0.066 0.446 -0.533
C 0.015 0.132 1.058
C 0.107 -1.233 1.132
C 0.068 1.736 -1.164
O -0.070 -1.805 -0.096
O -0.016 -2.022 2.188
Cl 0.257 1.245 2.379
H -0.069 -1.072 -2.019
H 0.691 1.715 -1.958
H -1.023 1.845 -1.307
H 0.247 2.616 -0.494
H -0.321 -2.813 1.835
*
```

Output
E_HOMO in eV: -8.384
SMILES string: Cc1coc(O)c1Cl
HOMO-LUMO gap in eV: 9.07
Electronic energy in Eh: -804.129042
Energy above the lowest of the compared OMol25 structures with the same formula, charge and spin in eV: 1.583

Atomic partial charges in e from the natural (NBO) method, atoms 1 to 8: atom 1 (C): 0.0480, atom 2 (C): -0.0366, atom 3 (C): -0.2147, atom 4 (C): 0.5347, atom 5 (C): -0.6541, atom 6 (O): -0.4458, atom 7 (O): -0.6343, atom 8 (Cl): 0.0158

---

The molecule C13H15N5O4S in a non-equilibrium geometry, computed with ωB97M-V/def2-TZVPD.

```
! RIJCOSX wB97M-V def2-TZVPD def2/J DEFGRID3
* xyz 0 1
O -1.565 -3.046 -0.023
C -0.897 -2.172 -0.527
N -1.287 -0.905 -0.789
C -2.516 -0.295 -0.516
C -2.617 1.067 -0.786
C -3.794 1.770 -0.555
C -4.858 1.063 -0.050
C -4.757 -0.303 0.220
C -3.603 -1.012 -0.001
H -3.533 -2.063 0.212
O -5.951 -0.756 0.712
C -6.809 0.364 0.743
O -6.119 1.499 0.266
H -7.688 0.173 0.107
H -7.143 0.544 1.778
H -3.870 2.824 -0.764
H -1.759 1.592 -1.180
H -0.576 -0.270 -1.160
C 0.550 -2.435 -0.955
H 0.711 -3.511 -1.011
H 0.798 -1.956 -1.901
S 1.754 -1.855 0.288
C 1.822 -0.176 -0.098
N 1.131 0.483 -1.014
N 1.526 1.747 -0.934
N 2.404 1.904 -0.041
N 2.631 0.715 0.528
C 3.601 0.497 1.563
H 3.167 -0.180 2.303
H 3.794 1.471 2.019
C 4.890 -0.100 1.002
H 4.680 -1.048 0.504
H 5.576 -0.301 1.825
C 5.581 0.838 0.013
O 6.777 0.218 -0.399
H 7.231 0.788 -1.026
H 5.789 1.801 0.501
H 4.928 1.028 -0.851
*
```

Output
E_HOMO in eV: -7.643
SMILES string: O=C(CSc1nnnn1CCCO)Nc1ccc2c(c1)OCO2
HOMO-LUMO gap in eV: 8.18
Electronic energy in Eh: -1477.279490
Energy above the lowest of the compared OMol25 structures with the same formula, charge and spin in eV: 0.750

Atomic partial charges in e from the natural (NBO) method, atoms 1 to 8: atom 1 (O): -0.6064, atom 2 (C): 0.6610, atom 3 (N): -0.6235, atom 4 (C): 0.1508, atom 5 (C): -0.2455, atom 6 (C): -0.2422, atom 7 (C): 0.1988, atom 8 (C): 0.3148

---

A cluster of 2 separate species, CH2N2S2 in total in a non-equilibrium geometry, computed with ωB97M-V/def2-TZVPD.

```
! RIJCOSX wB97M-V def2-TZVPD def2/J DEFGRID3
* xyz 0 3
C -1.270 0.239 0.296
N -1.636 -0.913 0.215
N 2.434 1.080 -0.490
S -1.063 1.754 0.218
S 2.186 -0.044 0.527
H 1.621 1.509 -0.759
H -2.035 -1.830 0.236
*
```

Output
E_HOMO (spin up / spin down) in eV: -8.227 / -9.842
HOMO-LUMO gap (spin up / spin down) in eV: 8.97 / 8.52
Electronic energy in Eh: -945.088140
Energy above the lowest of the compared OMol25 structures with the same formula, charge and spin in eV: 0.278
<S²>: 2.008

The natural (NBO) scheme yields these atomic charges, measured in e: atom 1 (C): 0.2087, atom 2 (N): -0.6756, atom 3 (N): -0.8272, atom 4 (S): 0.0044, atom 5 (S): 0.4600, atom 6 (H): 0.3676, atom 7 (H): 0.4622

---

The molecule C17H21N3O3S, computed with ωB97M-V/def2-TZVPD.

```
! RIJCOSX wB97M-V def2-TZVPD def2/J DEFGRID3
* xyz 0 1
C -0.287 2.973 -2.867
N 0.248 2.104 -1.844
C 0.407 0.748 -2.109
C -0.032 0.170 -3.304
C 0.112 -1.186 -3.527
C 0.707 -2.002 -2.581
C 1.144 -1.442 -1.393
C 0.985 -0.091 -1.150
H 1.306 0.302 -0.199
H 1.609 -2.058 -0.639
H 0.825 -3.058 -2.763
H -0.237 -1.604 -4.461
H -0.478 0.774 -4.077
C 1.134 2.709 -0.874
H 1.247 3.774 -1.096
C 0.608 2.618 0.564
O 1.338 2.679 1.530
N -0.734 2.539 0.636
H -1.244 2.404 -0.225
C -1.454 2.464 1.882
H -0.700 2.483 2.672
H -2.096 3.347 1.986
C -2.315 1.200 1.976
C -1.497 -0.059 1.909
C -1.644 -0.947 0.850
C -0.917 -2.125 0.811
C -0.030 -2.398 1.830
C 0.146 -1.525 2.885
C -0.591 -0.357 2.924
H -0.471 0.326 3.751
H 0.838 -1.784 3.670
S 0.904 -3.911 1.802
O 0.349 -4.817 0.840
O 1.112 -4.363 3.149
N 2.382 -3.382 1.179
H 3.063 -3.246 1.910
H 2.727 -4.023 0.482
H -1.032 -2.838 0.011
H -2.340 -0.725 0.054
H -2.856 1.231 2.925
H -3.050 1.205 1.168
H 2.136 2.267 -0.899
H 0.378 3.069 -3.734
H -0.448 3.963 -2.444
H -1.252 2.595 -3.209
*
```

Output
E_HOMO in eV: -8.046
SMILES string: CN(CC(=O)NCCc1ccc(S(N)(=O)=O)cc1)c1ccccc1
HOMO-LUMO gap in eV: 8.57
Electronic energy in Eh: -1448.596629
Energy above the lowest of the compared OMol25 structures with the same formula, charge and spin in eV: 1.844

Atomic partial charges in e from the natural (NBO) method, atoms 1 to 8: atom 1 (C): -0.4052, atom 2 (N): -0.4661, atom 3 (C): 0.2539, atom 4 (C): -0.3092, atom 5 (C): -0.1870, atom 6 (C): -0.2502, atom 7 (C): -0.1946, atom 8 (C): -0.2963

---

The molecule C5H8FNO in a non-equilibrium geometry, computed with ωB97M-V/def2-TZVPD.

```
! RIJCOSX wB97M-V def2-TZVPD def2/J DEFGRID3
* xyz 0 1
C 0.535 0.775 0.111
C -0.559 0.438 1.143
C -1.333 -0.594 0.279
C 0.761 -0.748 -0.558
C 1.926 0.474 -0.393
H -0.771 1.436 -1.167
H -1.125 1.435 1.399
H -0.291 0.071 2.135
H -2.385 -0.100 -0.016
H -1.644 -1.608 0.576
H -0.531 -1.700 -1.235
H 1.008 -1.627 0.136
H 2.336 1.036 -1.193
N -0.555 -0.737 -1.038
O -0.122 1.771 -0.613
F 2.749 -0.322 0.434
*
```

Output
E_HOMO in eV: -8.105
SMILES string: O[C@@]12CCN[C@H]1[C@@H]2F
HOMO-LUMO gap in eV: 9.06
Electronic energy in Eh: -424.959800
Energy above the lowest of the compared OMol25 structures with the same formula, charge and spin in eV: 6.675

Atomic partial charges in e from the natural (NBO) method, atoms 1 to 8: atom 1 (C): 0.2137, atom 2 (C): -0.4456, atom 3 (C): -0.2660, atom 4 (C): -0.1939, atom 5 (C): 0.2459, atom 6 (H): 0.4889, atom 7 (H): 0.2354, atom 8 (H): 0.2305

---

A cluster of 2 separate species, C9H12O3 in total in a non-equilibrium geometry, computed with ωB97M-V/def2-TZVPD.

```
! RIJCOSX wB97M-V def2-TZVPD def2/J DEFGRID3
* xyz 0 1
C -3.341 0.321 -0.271
C 2.551 0.261 -2.249
C -2.593 0.894 0.488
C 1.897 0.899 -1.312
C -0.119 -0.506 1.184
C 0.145 0.477 0.414
C 0.445 0.821 -0.934
C -0.419 0.569 -2.123
C 0.081 -1.213 3.414
O 0.279 -1.859 0.891
O 0.013 1.745 0.081
O -0.403 -0.257 2.539
H -3.677 -0.536 -0.819
H -0.254 -2.020 0.120
H 3.618 0.400 -2.423
H 2.089 -0.307 -3.045
H -1.909 1.642 0.826
H 2.474 1.354 -0.557
H -1.369 0.984 -1.969
H -0.531 -0.446 -2.235
H 0.019 1.184 -2.873
H -0.300 -2.280 3.421
H 0.124 -0.820 4.372
H 1.182 -1.308 3.061
*
```

Output
E_HOMO in eV: -8.435
SMILES string: C=C[C@]1(C)O/C1=C(/O)OC.C#C
HOMO-LUMO gap in eV: 9.04
Electronic energy in Eh: -575.588462
Energy above the lowest of the compared OMol25 structures with the same formula, charge and spin in eV: 7.511

Atomic partial charges in e from the natural (NBO) method, atoms 1 to 8: atom 1 (C): -0.2826, atom 2 (C): -0.3784, atom 3 (C): -0.2149, atom 4 (C): -0.2002, atom 5 (C): 0.4760, atom 6 (C): 0.1433, atom 7 (C): 0.1872, atom 8 (C): -0.6437